Arrangement one

Computed, not measured: 2 unconnected molecules or ions with the total composition C2HCl3S2, with ωB97M-V with the def2-TZVPD basis set.

Its multiplicity is 1. For the HOMO energy, the calculation gives -9.84 eV. The value obtained for the LUMO energy is -0.1548 eV.

Each line ends with the Mulliken charge.
CARTESIAN COORDINATES (ANGSTROEM)
1 C 0.6851 0.6353 -2.7046  0.01
2 C -0.1685 -0.4646 0.9762  0.24
3 S -0.5449 0.0637 -3.4416  -0.03
4 S -0.4390 1.3400 0.9133  -0.13
5 Cl 0.9299 -0.7811 -0.4947  -0.08
6 Cl -1.6654 -1.2769 0.5292  -0.10
7 Cl 0.5701 -1.0934 2.4006  -0.08
8 H 0.6328 1.5770 1.8216  0.18

---

Arrangement two

Computed, not measured: a single C2HCl3S2 molecule, with ωB97M-V with the def2-TZVPD basis set.

Its multiplicity is 1. For the HOMO energy, the calculation gives -9.05 eV. The value obtained for the LUMO energy is -1.1611 eV.

Each line ends with the Mulliken charge.
CARTESIAN COORDINATES (ANGSTROEM)
1 C 0.1883 -0.4760 0.9344  -0.28
2 C -0.8633 0.4474 0.6275  0.76
3 S 1.9355 -1.2756 -1.6783  -0.27
4 S 1.4800 -1.1329 0.4184  -0.04
5 Cl -2.2996 0.3105 1.7156  -0.12
6 Cl -1.4688 0.4472 -0.9476  -0.09
7 Cl 0.0962 2.0349 1.0492  -0.13
8 H 0.9316 -0.3553 -2.1193  0.16

---

Which structure above is the least stable? It is arrangement one.